DFT (the ωB97M-V functional and the def2-TZVPD basis) results for a molecular structure, C48H38N6O2PdS2 in a non-equilibrium geometry.

CARTESIAN COORDINATES (ANGSTROEM)
Pd1 -1.6609 0.6124 -2.7976
C1 -5.3887 0.0808 5.0099
C2 -4.4847 0.3012 3.8267
C3 -4.8043 -0.2156 2.5715
C4 -3.9698 -0.0204 1.4800
C5 -2.7994 0.7017 1.6523
C6 -2.4701 1.2532 2.8825
C7 -3.3132 1.0476 3.9609
S1 -1.6332 0.9240 0.3138
O1 -2.4722 0.4101 -0.8832
C8 -0.5971 -0.4624 0.8489
C9 -1.1575 -1.7263 0.5790
C10 -0.9481 -2.7736 1.4208
C11 -0.4091 -2.5044 2.7030
C12 -0.5601 -3.4293 3.7640
C13 -0.2352 -3.0813 5.0414
C14 0.2338 -1.7786 5.3121
C15 0.4548 -0.8911 4.2980
C16 0.1916 -1.2429 2.9483
C17 0.3582 -0.2987 1.8571
C18 1.4137 0.7330 1.8879
C19 2.5113 0.6201 2.8227
C20 2.9928 -0.6362 3.2930
C21 4.0079 -0.7073 4.1993
C22 4.6052 0.4682 4.7121
C23 4.2502 1.6788 4.2035
C24 3.2473 1.7780 3.2025
C25 3.0359 2.9869 2.5117
C26 2.3026 2.9554 1.3615
C27 1.5360 1.8218 1.0081
S2 1.4160 1.8325 -0.7938
O2 0.0926 1.4168 -1.3605
C28 2.4808 0.4073 -1.0374
C29 3.7716 0.3942 -0.5288
C30 4.5869 -0.6963 -0.7857
C31 4.1365 -1.7753 -1.5457
C32 5.0315 -2.9514 -1.8374
C33 2.8320 -1.7405 -2.0338
C34 2.0048 -0.6525 -1.7914
H1 -6.0735 -0.7482 4.8377
H2 -5.9864 0.9743 5.2043
H3 -4.8107 -0.1272 5.9107
H4 -5.7201 -0.7816 2.4449
H5 -4.2206 -0.4224 0.5069
H6 -1.5551 1.8272 3.0016
H7 -3.0589 1.4731 4.9253
H8 -1.8005 -1.8200 -0.2844
H9 -1.3222 -3.7640 1.1886
H10 -0.9915 -4.4008 3.5511
H11 -0.3786 -3.7839 5.8528
H12 0.4165 -1.4742 6.3353
H13 0.7880 0.1110 4.5327
H14 2.5810 -1.5506 2.8903
H15 4.3641 -1.6766 4.5250
H16 5.3779 0.3962 5.4668
H17 4.7598 2.5819 4.5186
H18 3.5555 3.8861 2.8190
H19 2.3087 3.8064 0.6894
H20 4.1402 1.2219 0.0684
H21 5.5945 -0.7094 -0.3864
H22 6.0656 -2.7390 -1.5714
H23 4.9956 -3.2115 -2.8958
H24 4.7116 -3.8291 -1.2714
H25 2.4566 -2.5771 -2.6166
H26 0.9933 -0.6248 -2.1721
C35 0.6165 1.9187 -6.1718
C36 -0.3150 1.8879 -5.1289
N1 -0.6714 0.7495 -4.5625
C37 -0.1420 -0.4163 -4.9944
C38 0.7694 -0.4773 -6.0423
C39 1.1550 0.7420 -6.6290
C40 1.2501 -1.7653 -6.4669
C41 0.8010 -2.8968 -5.8828
C42 -0.1547 -2.8418 -4.8087
C43 -0.7003 -3.9754 -4.1783
C44 -1.6174 -3.8128 -3.1710
C45 -1.9600 -2.5185 -2.7594
N2 -1.4401 -1.4474 -3.3224
C46 -0.5813 -1.5991 -4.3522
H27 0.8953 2.8697 -6.6038
H28 -0.7951 2.7835 -4.7624
H29 1.8719 0.7413 -7.4411
H30 1.9706 -1.8077 -7.2744
H31 1.1466 -3.8667 -6.2198
H32 -0.4053 -4.9664 -4.5046
H33 -2.0762 -4.6642 -2.6879
H34 -2.6763 -2.3549 -1.9666
N3 -4.5077 4.7075 -0.7498
C47 -3.4067 5.3565 -1.1485
N4 -3.2345 6.6246 -0.7800
N5 -2.4578 4.8005 -1.8796
C48 -2.4604 3.6115 -2.3566
N6 -2.4054 2.5599 -2.8522
H35 -5.2353 5.1708 -0.2335
H36 -4.6772 3.7658 -1.0593
H37 -3.9191 7.1318 -0.2486
H38 -2.4184 7.1111 -1.1096

Energy relative to the best compared isomer or geometry (same formula, charge and spin)   46.7 kcal per mole
Electronic energy   -88566.109 eV
Total charge   +2
Highest occupied orbital energy   -11.86 eV

Here are the Mulliken charges for atoms 1 to 4, given in e: 0.51 -1.54 0.88 -0.89